Computed, not measured: a structure of composition C19H27ClN2SeZr at a distorted geometry, with wB97M-V/def2-TZVPD.

Output
**Total charge**: +2
**HOMO-LUMO gap**: 5.74 eV
**E_HOMO**: -13.490 eV

Geometry (Å):
C1 -0.101 0.320 -5.943
C2 1.277 0.822 -5.870
C3 -0.346 -1.103 -6.217
C4 -1.226 1.262 -5.904
Cl1 -0.164 0.019 -2.160
H1 -0.371 -1.321 -7.296
H2 -1.313 -1.421 -5.803
H3 0.444 -1.728 -5.781
H4 1.673 1.098 -6.859
H5 1.951 0.061 -5.455
H6 1.334 1.719 -5.239
H7 -1.479 1.651 -6.903
H8 -0.991 2.128 -5.271
H9 -2.130 0.777 -5.510
C5 1.236 -1.474 1.800
C6 0.560 -2.540 1.120
C7 0.982 -2.538 -0.245
H10 -0.051 -3.299 1.597
C8 1.917 -1.471 -0.423
C9 2.074 -0.801 0.835
H11 2.793 -0.017 1.040
H12 1.236 -1.302 2.871
H13 0.735 -3.292 -0.988
H14 2.484 -1.250 -1.321
C10 -2.304 0.386 1.290
C11 -2.015 -0.941 1.758
C12 -2.245 -1.841 0.652
H15 -1.815 -1.233 2.790
C13 -2.625 -1.070 -0.476
C14 -2.640 0.306 -0.098
H16 -2.925 1.159 -0.717
H17 -2.463 1.271 1.904
H18 -2.263 -2.929 0.710
H19 -2.972 -1.473 -1.426
Zr1 -0.236 -0.341 0.244
C15 3.093 1.248 3.376
N1 1.806 1.155 4.028
C16 1.637 0.827 5.365
C17 0.307 0.903 5.613
N2 -0.313 1.267 4.432
C18 -1.720 1.561 4.332
C19 0.602 1.404 3.420
Se1 0.362 1.977 1.637
H20 2.934 1.693 2.387
H21 3.529 0.246 3.286
H22 3.756 1.889 3.968
H23 2.466 0.585 5.984
H24 -0.271 0.752 6.498
H25 -2.256 0.732 3.864
H26 -2.085 1.687 5.349
H27 -1.867 2.480 3.756

Computed, not measured: a cluster of 2 separate species, C19H27ClN7O5S in total at a distorted geometry, with wB97M-V/def2-TZVPD.

Output
**Total charge**: +1
**HOMO-LUMO gap**: 9.13 eV
**E_HOMO**: -11.716 eV

Geometry (Å):
O1 3.156 0.401 4.036
O2 0.171 3.898 -4.378
O3 1.419 -3.833 2.270
Cl1 -3.297 -1.724 2.276
N1 -1.573 0.113 -3.706
N2 -3.103 1.096 -2.392
O4 -1.523 5.375 -4.108
O5 -2.920 1.866 -3.560
S1 -1.343 1.764 -5.836
C1 3.607 -0.584 3.466
C2 -0.934 4.313 -4.696
C3 0.887 -3.023 3.017
C4 -1.992 1.196 -4.296
C5 -2.317 0.061 -2.541
C6 0.586 1.841 -1.722
C7 -1.283 -3.189 -0.892
C8 -1.862 -3.054 0.373
C9 -1.436 -2.175 -1.843
C10 -2.762 -0.904 -0.269
C11 -2.601 -1.910 0.688
C12 -2.172 -1.013 -1.544
N3 -0.126 2.928 -1.710
N4 -0.128 -3.397 3.799
N5 0.696 1.069 -0.657
N6 2.833 -1.517 2.905
N7 1.189 1.559 -2.840
C13 5.100 -0.786 3.365
C14 -1.734 3.570 -5.756
C15 -0.877 -2.576 4.752
C16 0.173 1.381 0.689
C17 0.966 0.680 1.796
C18 0.710 -0.833 1.811
C19 1.363 -1.566 2.996
H1 -0.856 5.835 -3.576
H2 -0.717 -4.084 -1.136
H3 -1.739 -3.840 1.113
H4 -0.989 -2.298 -2.828
H5 -3.357 -0.033 -0.006
H6 -0.656 3.168 -0.893
H7 -0.136 3.496 -2.540
H8 -0.361 -4.377 3.741
H9 1.229 0.221 -0.757
H10 3.291 -2.312 2.478
H11 1.700 0.703 -2.949
H12 1.082 2.188 -3.624
H13 5.401 -0.766 2.320
H14 5.602 0.015 3.907
H15 5.365 -1.743 3.811
H16 -1.521 4.027 -6.725
H17 -2.800 3.706 -5.555
H18 -0.244 -2.317 5.604
H19 -1.740 -3.137 5.119
H20 -1.235 -1.661 4.277
H21 0.249 2.454 0.872
H22 -0.879 1.094 0.759
H23 2.027 0.883 1.653
H24 0.659 1.094 2.758
H25 1.060 -1.275 0.877
H26 -0.365 -0.983 1.881
H27 1.058 -1.086 3.926

Computed, not measured: a structure of composition C19H27F6N7O3PPd, with wB97M-V/def2-TZVPD.

Output
**Total charge**: +2
**Expectation value of S²**: 0.772
**2S+1**: 2
**HOMO-LUMO gap (spin up / spin down)**: 9.35 / 6.31 eV
**E_HOMO (spin up / spin down)**: -14.810 / -14.860 eV

Geometry (Å):
Pd1 -0.464 0.864 -0.646
N1 -1.013 2.421 -1.810
C1 -1.967 3.191 -0.978
C2 -2.953 4.016 -1.804
C3 -3.925 4.900 -1.009
C4 -3.275 5.963 -0.126
N2 -2.673 5.339 1.054
C5 -1.658 5.827 1.744
N3 -1.248 7.085 1.562
N4 -1.024 5.043 2.621
C6 -2.615 2.182 -0.009
O1 -3.202 2.593 0.973
O2 -2.427 0.923 -0.314
H1 -0.251 2.996 -2.154
H2 -1.502 1.996 -2.595
H3 -1.348 3.854 -0.377
H4 -3.538 3.349 -2.444
H5 -2.363 4.655 -2.469
H6 -4.594 4.289 -0.400
H7 -4.557 5.419 -1.730
H8 -4.029 6.690 0.183
H9 -2.500 6.492 -0.690
H10 -2.977 4.381 1.257
H11 -1.829 7.745 1.075
H12 -0.456 7.448 2.063
H13 -1.180 4.048 2.613
H14 -0.240 5.381 3.151
F1 1.589 1.164 -0.575
P1 2.235 2.628 0.354
F2 3.330 2.715 -0.773
F3 0.989 2.365 1.355
F4 2.744 3.869 1.169
F5 1.248 3.534 -0.549
F6 3.089 1.564 1.158
C7 1.611 -7.220 -3.532
C8 1.862 -6.686 -2.171
C9 1.742 -7.506 -1.026
C10 1.987 -7.008 0.217
C11 2.364 -5.639 0.382
N5 2.620 -5.213 1.628
C12 3.239 -3.974 2.060
O3 4.207 -4.050 2.754
N6 2.677 -2.811 1.619
C13 1.326 -2.520 1.315
C14 0.239 -3.278 1.734
C15 -1.036 -2.840 1.423
C16 -1.204 -1.650 0.739
N7 -0.152 -0.926 0.342
C17 1.086 -1.347 0.613
C18 2.478 -4.801 -0.767
C19 2.236 -5.326 -1.998
H15 1.440 -8.293 -3.530
H16 2.452 -6.991 -4.191
H17 0.737 -6.727 -3.968
H18 1.463 -8.544 -1.146
H19 1.908 -7.641 1.092
H20 2.721 -5.929 2.341
H21 3.256 -2.013 1.854
H22 0.371 -4.172 2.326
H23 -1.905 -3.396 1.744
H24 -2.179 -1.241 0.514
H25 1.898 -0.710 0.290
H26 2.793 -3.774 -0.658
H27 2.346 -4.703 -2.876

Energy above the lowest of the compared OMol25 structures with the same formula, charge and spin
In order: 2.2; 0.0; 0.0
Unit: kcal per mole
Electronic energy
In order: -3757.91376; -2357.96050; -2417.45007
Unit: Ha